1.
{
  "formula": "C4H10O2",
  "method": "the ωB97M-V functional and the def2-TZVPD basis",
  "homo_ev": -10.0,
  "homo_lumo_gap_ha": 0.393,
  "smiles": "CC(C)(O)CO",
  "de_lowest_kcal_mol": 14.7,
  "symbols": ["C", "C", "C", "O", "C", "O", "H", "H", "H", "H", "H", "H", "H", "H", "H", "H"],
  "positions_angstrom": [[1.5833, -0.0469, -0.4861], [0.1577, -0.2667, 0.0247], [-0.6843, -0.9532, -1.0655], [0.1340, -1.0585, 1.2078], [-0.4108, 1.0831, 0.4786], [-1.5453, 0.8415, 1.2993], [2.2612, 0.2653, 0.3155], [1.9657, -0.9700, -0.9254], [1.6486, 0.7315, -1.2690], [-0.6638, -0.3797, -2.0006], [-0.2752, -1.9525, -1.2653], [-1.7311, -1.0820, -0.7659], [-0.6886, -0.7639, 1.6277], [0.3700, 1.5795, 1.0602], [-0.6064, 1.6894, -0.4205], [-1.4659, 1.2998, 2.1526]]
}

---

2.
{
  "formula": "C4H10O2S",
  "method": "the ωB97M-V functional and the def2-TZVPD basis",
  "homo_ev": -9.8,
  "homo_lumo_gap_ha": 0.386,
  "smiles": "CC(=O)S.CCO",
  "de_lowest_kcal_mol": 48.2,
  "symbols": ["C", "C", "O", "S", "H", "H", "H", "H", "C", "C", "O", "H", "H", "H", "H", "H", "H"],
  "positions_angstrom": [[1.9656, 1.2983, -0.7051], [2.0968, 0.1847, 0.3283], [1.4386, 0.0760, 1.3425], [3.1463, -1.1311, -0.1534], [0.8502, 1.2749, -1.1590], [1.9589, 2.2422, -0.0396], [2.6508, 1.2042, -1.5622], [3.2424, -1.9013, 0.9269], [-2.7255, -0.6200, 0.3877], [-1.4656, -0.4970, -0.3832], [-0.9899, 0.7933, -0.3149], [-3.0527, -1.8202, 0.3630], [-2.4636, -0.4614, 1.4097], [-3.5261, 0.0816, 0.1277], [-0.7592, -1.1349, 0.2091], [-1.5130, -0.7608, -1.4426], [-0.8541, 1.1713, 0.6651]]
}

---

3.
{
  "formula": "C4H10O2S2",
  "method": "the ωB97M-V functional and the def2-TZVPD basis",
  "homo_ev": -9.4,
  "homo_lumo_gap_ha": 0.364,
  "smiles": "CSSCCC=O.O",
  "de_lowest_kcal_mol": 17.4,
  "symbols": ["C", "S", "S", "C", "C", "C", "O", "H", "H", "H", "H", "H", "H", "H", "H", "O", "H", "H"],
  "positions_angstrom": [[0.4341, 0.2753, 2.7832], [-0.7415, 0.4433, 1.4192], [0.3821, 1.4521, 0.0269], [1.2883, 0.1321, -0.8363], [0.4123, -0.7703, -1.6719], [-0.4910, -0.0320, -2.6038], [-1.6750, -0.2326, -2.6830], [0.5550, 1.2348, 3.2719], [1.4101, -0.0958, 2.4779], [0.0296, -0.4603, 3.4902], [2.0223, 0.7084, -1.4053], [1.8608, -0.4450, -0.1248], [-0.1938, -1.4274, -1.0537], [1.0338, -1.4372, -2.2908], [0.0196, 0.7171, -3.2376], [0.4653, -2.7742, 1.0854], [-0.3362, -3.2742, 1.2584], [0.2336, -1.8294, 1.0944]]
}

---

4.
{
  "formula": "C4H10O3",
  "method": "the ωB97M-V functional and the def2-TZVPD basis",
  "homo_ev": [-9.2, -8.2],
  "homo_lumo_gap_ha": [0.337, 0.306],
  "de_lowest_kcal_mol": 134.5,
  "symbols": ["C", "C", "C", "C", "O", "O", "O", "H", "H", "H", "H", "H", "H", "H", "H", "H", "H"],
  "positions_angstrom": [[0.5293, 0.0457, -0.2254], [-2.6037, -0.5439, 0.0743], [0.9245, 1.1734, -1.1292], [1.9044, -0.0590, 1.2520], [-0.1832, 0.2405, 0.8349], [-1.7706, 0.5413, -0.1170], [0.4607, -1.1337, -0.8709], [0.0292, -1.7796, -0.2900], [-2.2297, -1.4819, -0.3869], [-2.8038, -0.7501, 1.1374], [-3.5722, -0.3281, -0.4040], [1.1730, 2.0517, -0.5403], [0.0528, 1.3955, -1.7451], [1.7536, 0.8834, -1.7710], [2.0215, 0.9259, 1.6804], [1.6314, -0.8398, 1.9488], [2.6827, -0.3414, 0.5517]]
}

---

5.
{
  "formula": "C4H10O3",
  "method": "the ωB97M-V functional and the def2-TZVPD basis",
  "homo_ev": -9.8,
  "homo_lumo_gap_ha": 0.387,
  "smiles": "C[C@@H](O)CC=O.O",
  "de_lowest_kcal_mol": 35.0,
  "symbols": ["C", "C", "O", "C", "C", "O", "H", "H", "H", "H", "H", "H", "H", "H", "O", "H", "H"],
  "positions_angstrom": [[0.8762, -2.3145, -0.3121], [0.9477, -0.9021, 0.2526], [0.2194, 0.0323, -0.5669], [0.4304, -0.6949, 1.6650], [1.1012, 0.4753, 2.3797], [1.4741, 1.4749, 1.8373], [1.8270, -2.8283, -0.1821], [0.6827, -2.2489, -1.3832], [0.1039, -2.9248, 0.1589], [1.9805, -0.5359, 0.2351], [0.3010, -0.2654, -1.4771], [-0.6121, -0.3816, 1.6429], [0.5617, -1.5969, 2.2649], [1.3217, 0.2760, 3.4498], [-4.0883, 4.2411, -3.2723], [-3.5400, 3.8123, -2.6137], [-3.5870, 4.3812, -4.0789]]
}

---

6.
{
  "formula": "C4H10O3",
  "method": "the ωB97M-V functional and the def2-TZVPD basis",
  "homo_ev": -10.1,
  "homo_lumo_gap_ha": 0.403,
  "smiles": "COC[C@@H](O)CO",
  "de_lowest_kcal_mol": 32.6,
  "symbols": ["C", "O", "C", "C", "O", "C", "O", "H", "H", "H", "H", "H", "H", "H", "H", "H", "H"],
  "positions_angstrom": [[0.2249, -1.9715, 1.8499], [0.3722, -0.6605, 1.3640], [-0.3343, -0.4217, 0.1639], [-0.0997, 1.0413, -0.1720], [1.2959, 1.2949, -0.2142], [-0.6473, 1.4408, -1.5403], [0.1459, 0.9006, -2.5686], [0.8772, -2.0701, 2.7208], [0.5149, -2.7163, 1.0944], [-0.8134, -2.1689, 2.1567], [0.0516, -1.0608, -0.6459], [-1.4098, -0.6250, 0.2906], [-0.5734, 1.6533, 0.6111], [1.6935, 0.6980, 0.4373], [-0.6885, 2.5397, -1.5972], [-1.6669, 1.0612, -1.6727], [1.0571, 1.0650, -2.2779]]
}

---

7.
{
  "formula": "C4H10O3",
  "method": "the ωB97M-V functional and the def2-TZVPD basis",
  "homo_ev": -10.2,
  "homo_lumo_gap_ha": 0.398,
  "smiles": "CC(=O)O.CCO",
  "de_lowest_kcal_mol": 9.5,
  "symbols": ["C", "C", "O", "O", "H", "H", "H", "H", "C", "C", "O", "H", "H", "H", "H", "H", "H"],
  "positions_angstrom": [[-1.6637, -0.1021, -1.5191], [-1.9039, 0.2107, -0.0795], [-2.3531, -0.5430, 0.7646], [-1.5054, 1.4563, 0.2501], [-2.2146, -1.0072, -1.7880], [-0.5981, -0.2629, -1.6916], [-2.0271, 0.7177, -2.1436], [-1.7669, 1.5430, 1.1934], [1.8807, -1.0854, 0.2450], [1.4752, 0.1314, 1.0490], [1.4871, 1.2815, 0.2153], [1.3264, -1.1451, -0.6960], [1.7106, -2.0024, 0.8162], [2.9425, -1.0315, -0.0163], [2.1738, 0.2967, 1.8737], [0.4765, 0.0015, 1.4751], [0.5601, 1.5405, 0.0517]]
}

---

8.
{
  "formula": "C4H10O3",
  "method": "the ωB97M-V functional and the def2-TZVPD basis",
  "homo_ev": -9.9,
  "homo_lumo_gap_ha": 0.386,
  "smiles": "O=CCCCO.O",
  "de_lowest_kcal_mol": 33.7,
  "symbols": ["O", "C", "C", "C", "C", "O", "H", "H", "H", "H", "H", "H", "H", "H", "O", "H", "H"],
  "positions_angstrom": [[-2.4433, -2.5442, -0.4628], [-1.5905, -1.8247, -0.9287], [-0.3423, -1.5571, -0.1455], [-0.4224, -0.0500, 0.2527], [0.6733, 0.4385, 1.1759], [0.6984, 1.8663, 1.2922], [-1.7127, -1.2627, -1.8632], [-0.3237, -2.0661, 0.8228], [0.5778, -1.8782, -0.6447], [-0.3332, 0.4889, -0.6983], [-1.4248, 0.0661, 0.6698], [1.6335, 0.1736, 0.7326], [0.5242, -0.0352, 2.1474], [0.1453, 2.0684, 2.0522], [1.3069, 2.0398, -1.8516], [0.9662, 2.5074, -1.0626], [2.0674, 1.5690, -1.4880]]
}

---

9.
{
  "formula": "C4H10O3",
  "method": "the ωB97M-V functional and the def2-TZVPD basis",
  "homo_ev": -7.4,
  "homo_lumo_gap_ha": 0.286,
  "de_lowest_kcal_mol": 118.1,
  "symbols": ["C", "O", "C", "C", "O", "C", "O", "H", "H", "H", "H", "H", "H", "H", "H", "H", "H"],
  "positions_angstrom": [[1.3964, 0.8072, -0.3170], [0.7948, -0.4910, -0.1482], [0.6785, -1.4517, -1.4402], [-0.4615, -0.5584, 0.5900], [-0.3148, 0.0976, 1.8036], [-1.6228, 0.0802, -0.1488], [-1.5293, 1.4861, -0.1930], [1.4855, 1.2819, 0.6626], [0.7871, 1.4191, -0.9836], [2.3793, 0.6108, -0.7445], [0.5528, -0.6709, -2.2173], [1.7441, -1.7370, -1.4980], [-0.6023, -1.6379, 0.6726], [0.2650, -0.4220, 2.3754], [-2.5454, -0.2496, 0.3526], [-1.6283, -0.2984, -1.1722], [-1.4634, 1.7899, 0.7229]]
}

---

10.
{
  "formula": "C4H10O3",
  "method": "the ωB97M-V functional and the def2-TZVPD basis",
  "homo_ev": -8.9,
  "homo_lumo_gap_ha": 0.340,
  "smiles": "C=CC(=C)O.O.O",
  "de_lowest_kcal_mol": 59.0,
  "symbols": ["C", "C", "C", "C", "O", "H", "H", "H", "H", "H", "H", "O", "H", "H", "O", "H", "H"],
  "positions_angstrom": [[-1.0195, 1.4173, 0.2161], [-1.8276, 2.2376, -0.4857], [-2.3631, 1.9413, -1.8108], [-3.6104, 1.5735, -2.1120], [-1.3420, 1.8535, -2.7182], [-0.7895, 0.4671, -0.2474], [-0.7797, 1.5241, 1.2557], [-2.1946, 3.0683, 0.1045], [-3.8623, 1.1746, -3.1078], [-4.3736, 1.6410, -1.3398], [-1.6065, 1.7914, -3.6459], [5.0179, -1.7756, -0.1955], [4.9522, -2.5112, 0.4181], [4.1210, -1.4208, -0.1606], [3.5913, -4.2887, 4.7809], [3.3021, -4.0235, 3.9039], [2.7843, -4.6699, 5.1443]]
}

---

11.
{
  "formula": "C4H10O3",
  "method": "the ωB97M-V functional and the def2-TZVPD basis",
  "homo_ev": -7.4,
  "homo_lumo_gap_ha": 0.286,
  "de_lowest_kcal_mol": 118.1,
  "symbols": ["C", "O", "C", "C", "O", "C", "O", "H", "H", "H", "H", "H", "H", "H", "H", "H", "H"],
  "positions_angstrom": [[1.3960, 0.8203, -0.1917], [0.7980, -0.4870, -0.0931], [0.6527, -1.3609, -1.4413], [-0.4419, -0.6073, 0.6667], [-0.2707, -0.0328, 1.9171], [-1.6156, 0.0716, -0.0132], [-1.5229, 1.4780, 0.0219], [1.4744, 1.2483, 0.8101], [0.7910, 1.4620, -0.8338], [2.3836, 0.6476, -0.6191], [0.4951, -0.5331, -2.1619], [1.7191, -1.6262, -1.5518], [-0.5774, -1.6905, 0.6812], [0.3301, -0.5841, 2.4355], [-2.5323, -0.2892, 0.4778], [-1.6314, -0.2472, -1.0569], [-1.4479, 1.7306, 0.9525]]
}

---

12.
{
  "formula": "C4H10O3",
  "method": "the ωB97M-V functional and the def2-TZVPD basis",
  "homo_ev": -9.9,
  "homo_lumo_gap_ha": 0.385,
  "smiles": "O=CCCCO.O",
  "de_lowest_kcal_mol": 62.9,
  "symbols": ["O", "C", "C", "C", "C", "O", "H", "H", "H", "H", "H", "H", "H", "H", "O", "H", "H"],
  "positions_angstrom": [[-1.4130, -2.1250, -1.5777], [-1.1859, -0.9066, -1.4153], [0.1353, -0.5669, -0.8328], [0.7889, 0.7933, -1.0298], [0.6845, 1.5566, 0.3985], [1.6458, 2.4706, 0.8692], [-1.6963, -0.0604, -1.8895], [0.0407, -0.9122, 0.1846], [0.7134, -1.4148, -1.1698], [0.2462, 1.4153, -1.6274], [1.8914, 0.5917, -1.2358], [0.6129, 0.7862, 1.1205], [-0.2032, 2.0868, 0.2679], [2.3609, 2.4897, 0.2338], [-0.9236, -1.3283, 2.6248], [0.0663, -1.5305, 2.5906], [-1.0418, -0.8489, 3.4707]]
}

---

13.
{
  "formula": "C4H10O3",
  "method": "the ωB97M-V functional and the def2-TZVPD basis",
  "charge": 1,
  "homo_ev": [-13.3, -13.3],
  "spin_multiplicity": 2,
  "homo_lumo_gap_ha": [0.276, 0.205],
  "de_lowest_kcal_mol": 28.1,
  "symbols": ["C", "C", "O", "C", "C", "H", "H", "H", "H", "H", "H", "H", "H", "O", "H", "H", "O"],
  "positions_angstrom": [[0.5586, 0.4063, -1.4127], [1.1006, 1.4515, -0.7122], [1.4088, 2.6707, -1.2198], [1.1609, 1.4460, 0.7175], [1.7695, 2.3907, 1.4962], [0.2981, 0.4240, -2.4615], [0.4656, -0.5290, -0.8892], [1.0262, 2.7360, -2.1052], [0.9105, 0.4984, 1.1927], [1.7591, 3.4331, 1.1647], [2.6200, 2.1964, 2.1473], [-1.6702, 0.1464, 2.8144], [-0.8289, -1.0521, 3.3073], [-0.8592, -0.3339, 2.6668], [-3.5085, -6.6792, -1.1758], [-2.8763, -5.6731, -2.0982], [-3.7314, -5.9831, -1.7932]]
}

---

14.
{
  "formula": "C4H10O3Pt",
  "method": "the ωB97M-V functional and the def2-TZVPD basis",
  "homo_ev": [-7.0, -7.7],
  "spin_multiplicity": 3,
  "homo_lumo_gap_ha": [0.271, 0.266],
  "symbols": ["C", "O", "C", "C", "O", "H", "H", "H", "H", "H", "H", "Pt", "O", "H", "C", "H", "H", "H"],
  "positions_angstrom": [[-0.8934, -2.1953, -0.0362], [-1.8636, -1.1889, -0.4445], [-1.8598, -0.0125, 0.3090], [-0.8416, 1.0204, -0.1404], [0.4888, 0.6331, 0.1911], [-0.8337, -2.8825, -0.8983], [-1.3673, -2.7929, 0.7705], [-1.7255, -0.2285, 1.3856], [-2.8487, 0.4582, 0.1936], [-1.0473, 1.9796, 0.3627], [-0.9293, 1.1741, -1.2291], [0.8691, -1.1886, 0.4002], [2.5651, -1.1451, 0.3436], [3.1281, -0.3980, 0.5420], [1.5732, 1.5264, -0.3207], [2.4256, 1.1468, -0.9017], [2.0692, 1.9444, 0.5633], [1.0911, 2.1493, -1.0907]]
}

---

15.
{
  "formula": "C4H10O3S",
  "method": "the ωB97M-V functional and the def2-TZVPD basis",
  "homo_ev": -9.4,
  "homo_lumo_gap_ha": 0.360,
  "smiles": "O=C(O)CCCS.O",
  "de_lowest_kcal_mol": 29.2,
  "symbols": ["O", "C", "O", "C", "C", "C", "S", "H", "H", "H", "H", "H", "H", "H", "H", "O", "H", "H"],
  "positions_angstrom": [[2.8732, 0.7335, 0.1572], [1.7554, 0.2554, 0.2002], [0.9084, 0.8277, 1.0779], [1.2001, -0.5235, -1.0390], [0.0674, -1.5069, -0.6656], [-1.2520, -0.6579, -0.4855], [-2.7324, -1.7486, -0.0319], [1.3632, 1.6522, 1.3209], [0.8964, 0.1938, -1.8111], [2.0967, -1.0570, -1.2911], [0.4277, -1.9090, 0.2761], [-0.1935, -2.1789, -1.4911], [-1.0441, -0.2134, 0.4794], [-1.2572, 0.0206, -1.3390], [-2.6725, -1.5822, 1.3026], [-0.6678, 2.8815, 0.9016], [-0.8485, 1.9853, 0.5986], [-0.9205, 2.8274, 1.8400]]
}